Formula: C3H4IN2OSTl
Source: OMol25
Level of theory: wB97M-V/def2-TZVPD

The geometry in ORCA input format:
```
! wB97M-V def2-TZVPD RIJCOSX def2/J DEFGRID3
* xyz 0 1
Tl -3.36 0.22 0.03
N 1.24 -0.34 -0.45
C 0.29 -0.70 0.43
O -0.89 -0.67 0.13
C 0.75 -1.19 1.78
I 1.65 0.36 2.92
H 0.94 0.07 -1.32
H 2.21 -0.25 -0.17
H 1.50 -1.98 1.68
H -0.10 -1.55 2.33
S -0.60 2.64 -3.50
C -1.51 1.96 -2.35
N -2.13 1.43 -1.50
*
```

The highest occupied orbital energy comes out at -7.887 eV. As for the gap between HOMO and LUMO: 7.53 eV. The calculation puts the largest force on an atom at 0.5 eV Å⁻¹.